{
  "formula": "C6H12O",
  "method": "wB97M-V/def2-TZVPD",
  "species": ["H", "H", "C", "H", "C", "H", "C", "H", "H", "H", "C", "H", "H", "C", "H", "C", "H", "O", "H"],
  "xyz": [[3.248, 0.280, -0.353], [1.996, -0.347, -2.308], [2.269, -0.199, -0.410], [-2.996, 1.027, -0.597], [-0.276, 0.419, -0.373], [-3.565, -0.016, 0.724], [1.698, -0.754, 0.850], [-0.466, 1.324, -0.971], [-1.187, -0.654, 1.255], [1.335, 1.430, 0.757], [-1.393, 0.246, 0.657], [1.120, -1.670, 0.743], [-2.780, -0.730, -0.699], [1.102, 0.496, 0.245], [-1.386, 1.093, 1.360], [-2.762, 0.127, -0.010], [-0.300, -0.429, -1.070], [2.066, -0.962, -1.565], [2.278, -0.680, 1.765]],
  "fmax_ev_per_a": 0.35,
  "spin_multiplicity": 1,
  "smiles": "CCC[C@H]1C[C@H]1O",
  "homo_lumo_gap_ev": 10.63,
  "de_lowest_kcal_mol": 27.0
}